# 1
Computed, not measured: C35H32BF4N2O3PS3W as an isolated structure at a distorted geometry, with ωB97M-V/def2-TZVPD.

Element x y z (Å)
W -0.439 -0.687 -0.193
O -1.411 0.759 0.339
C -1.789 2.072 0.005
C -3.487 3.382 -0.333
C -3.003 4.710 -0.841
C -1.722 5.037 -1.022
C -0.585 4.154 -0.789
C -0.567 2.869 -0.390
C 0.740 2.284 -0.206
N 1.027 1.045 -0.068
C 2.300 0.728 0.564
C 1.841 0.154 1.880
N 1.039 -0.992 1.473
C 1.230 -2.093 2.117
C 0.908 -3.391 1.655
C 1.180 -4.520 2.439
C 1.196 -5.766 1.863
C 0.968 -5.884 0.483
C 0.679 -4.783 -0.295
C 0.602 -3.534 0.306
O 0.321 -2.450 -0.400
H -4.564 3.358 -0.216
H -3.758 5.463 -1.035
H -1.485 6.037 -1.365
H 0.387 4.599 -0.985
H 1.562 2.989 -0.105
H 2.926 1.607 0.701
H 2.839 -0.014 -0.023
H 1.231 0.879 2.416
H 2.678 -0.139 2.509
H 1.802 -2.039 3.040
H 1.391 -4.393 3.496
H 1.415 -6.641 2.459
H 1.029 -6.858 0.012
H 0.511 -4.879 -1.358
C -3.306 1.828 -3.875
S -2.039 2.149 -2.644
O -1.266 0.852 -2.397
C -2.937 2.131 -1.060
C -2.715 2.892 0.948
C -3.583 2.098 1.883
C -4.338 1.067 1.517
C -4.432 0.499 0.164
C -3.849 0.932 -0.951
H -4.264 1.560 -3.435
H -2.930 1.020 -4.504
H -3.407 2.740 -4.463
H -2.187 3.687 1.468
H -3.600 2.428 2.915
H -4.947 0.586 2.272
H -5.064 -0.378 0.072
H -4.018 0.367 -1.855
F -3.029 -0.965 3.339
B -1.714 -0.993 3.259
F -1.516 -1.645 1.072
F -1.062 0.111 2.885
F -0.993 -1.986 3.772
S -2.104 -1.828 -1.707
P -0.610 -1.809 -3.119
S 0.983 -0.728 -2.477
C -1.329 -1.233 -4.659
C -0.623 -0.369 -5.489
C -1.132 -0.057 -6.743
C -2.332 -0.615 -7.163
C -3.042 -1.470 -6.325
C -2.542 -1.786 -5.071
C -0.101 -3.491 -3.502
C 1.148 -3.706 -4.083
C 1.516 -4.989 -4.458
C 0.641 -6.051 -4.259
C -0.607 -5.834 -3.689
C -0.983 -4.552 -3.311
H 0.317 0.055 -5.152
H -0.590 0.618 -7.394
H -2.715 -0.391 -8.151
H -3.980 -1.897 -6.656
H -3.097 -2.453 -4.419
H 1.830 -2.878 -4.237
H 2.487 -5.162 -4.904
H 0.935 -7.053 -4.548
H -1.286 -6.663 -3.532
H -1.951 -4.386 -2.852

Output
E   -3715.16261 Ha
LUMO energy   -0.2775 hartree
2S+1   1
HOMO energy   -13.41 eV
Molecular weight   926.47 g mol⁻¹
Total charge   +2
HOMO-LUMO gap   5.9 eV

# 2
Computed, not measured: C35H32BrCsN16O3S2 as an isolated structure at a distorted geometry, with ωB97M-V/def2-TZVPD.

Element x y z (Å)
Cs -0.299 0.675 0.171
C -2.241 1.400 4.677
C -3.093 0.379 5.063
C -3.472 -0.574 4.132
C -2.988 -0.484 2.829
N -2.177 0.509 2.460
C -1.813 1.416 3.359
C -3.326 -1.506 1.782
C -4.306 -2.471 1.992
C -4.571 -3.400 0.998
C -3.851 -3.347 -0.183
C -2.899 -2.347 -0.305
N -2.640 -1.445 0.636
H -1.912 2.160 5.372
H -3.455 0.318 6.081
H -4.118 -1.385 4.433
H -1.129 2.190 3.010
H -4.873 -2.499 2.910
H -5.335 -4.152 1.144
H -4.022 -4.043 -0.993
H -2.322 -2.264 -1.221
N -1.802 3.643 -1.515
C -0.998 4.336 -0.679
N -1.163 5.658 -0.632
C -0.365 6.283 0.231
N -0.497 7.616 0.341
N 0.564 5.697 1.009
C 0.647 4.385 0.856
N -0.098 3.645 0.044
C 1.682 3.687 1.695
C 2.691 4.421 2.305
C 3.633 3.748 3.064
C 3.532 2.373 3.197
C 2.483 1.727 2.559
N 1.579 2.364 1.823
H -2.383 4.185 -2.131
H -1.588 2.690 -1.781
H -1.162 8.093 -0.238
H 0.109 8.124 0.958
H 2.721 5.492 2.173
H 4.436 4.291 3.545
H 4.246 1.808 3.780
H 2.363 0.651 2.635
C 1.082 -3.418 -4.524
C 1.960 -2.305 -4.081
N 3.030 -1.879 -4.669
N 3.444 -0.821 -3.900
C 2.658 -0.556 -2.847
S 2.776 0.710 -1.753
N 1.714 -1.547 -2.947
N 0.636 -1.666 -2.085
H 1.465 -3.829 -5.453
H 0.057 -3.079 -4.693
H 1.043 -4.219 -3.784
H 4.247 -0.280 -4.168
H 0.507 -2.637 -1.828
H -0.190 -1.293 -2.539
O -2.544 -6.525 -6.842
S -2.199 -5.584 -5.806
O -3.240 -5.302 -4.838
O -0.867 -5.741 -5.228
C -1.941 -3.994 -6.652
N -1.492 -3.960 -7.905
C -1.149 -2.769 -8.381
C -1.194 -1.606 -7.624
C -1.690 -1.757 -6.340
N -2.087 -2.930 -5.869
C -1.682 -0.727 -5.275
C -0.602 0.128 -5.113
C -0.446 0.748 -3.884
N -1.314 0.583 -2.887
C -2.469 -0.040 -3.129
C -2.672 -0.757 -4.292
H -0.792 -2.746 -9.405
H -0.874 -0.652 -8.020
H 0.178 0.193 -5.861
H 0.456 1.305 -3.648
H -3.175 -0.092 -2.307
H -3.526 -1.409 -4.414
Br 0.002 -1.971 3.812
C 1.435 -2.477 2.668
C 2.252 -3.532 3.045
C 3.293 -3.859 2.194
C 3.474 -3.124 1.031
C 2.593 -2.092 0.759
N 1.573 -1.775 1.565
H 2.073 -4.068 3.965
H 3.958 -4.675 2.441
H 4.284 -3.340 0.349
H 2.699 -1.472 -0.125

Output
E   -5845.42792 Ha
LUMO energy   -0.0124 hartree
ΔE to the lowest compared entry with this formula, charge and spin   88.78 kJ/mol
2S+1   1
HOMO energy   -7.53 eV
Molecular weight   1001.69 g mol⁻¹
HOMO-LUMO gap   7.2 eV

# 3
Computed, not measured: C35H32CdN7O2P2 as an isolated structure, with ωB97M-V/def2-TZVPD.

Element x y z (Å)
Cd 0.741 -0.911 0.394
N 4.687 -0.167 2.039
C 5.210 -0.072 0.769
C 4.143 -0.079 -0.073
N 2.985 -0.174 0.655
C 3.345 -0.230 1.915
C 2.354 -0.374 2.973
N 1.072 -0.476 2.697
C 0.426 -0.616 3.900
C 1.336 -0.587 4.909
N 2.564 -0.431 4.304
H 5.227 -0.211 2.885
H 6.267 -0.017 0.591
H 4.138 -0.034 -1.147
H -0.641 -0.732 3.959
H 1.231 -0.664 5.974
H 3.445 -0.381 4.785
N -1.515 1.540 0.144
P -1.864 -0.186 0.041
C -3.589 -0.281 0.580
C -4.182 -1.543 0.637
C -5.504 -1.659 1.034
C -6.233 -0.530 1.388
C -5.641 0.721 1.339
C -4.319 0.850 0.934
C -1.974 -0.325 -1.772
C -1.155 -1.208 -2.464
C -1.186 -1.249 -3.852
C -2.039 -0.409 -4.549
C -2.872 0.467 -3.861
C -2.842 0.506 -2.479
P 0.116 1.693 -0.397
C 0.007 2.364 -2.069
C -0.749 3.501 -2.349
C -0.790 3.999 -3.638
C -0.073 3.369 -4.651
C 0.681 2.241 -4.376
C 0.719 1.736 -3.081
C 0.788 3.066 0.573
C 2.165 3.269 0.483
C 2.768 4.300 1.181
C 2.001 5.131 1.989
C 0.633 4.933 2.087
C 0.025 3.904 1.379
H -1.578 1.829 1.118
H -3.610 -2.422 0.370
H -5.965 -2.636 1.071
H -7.264 -0.629 1.698
H -6.208 1.602 1.609
H -3.874 1.834 0.869
H -0.512 -1.894 -1.925
H -0.549 -1.943 -4.384
H -2.063 -0.438 -5.630
H -3.542 1.119 -4.405
H -3.483 1.196 -1.943
H -1.310 3.987 -1.560
H -1.377 4.879 -3.858
H -0.109 3.760 -5.659
H 1.231 1.746 -5.165
H 1.288 0.838 -2.867
H 2.768 2.618 -0.140
H 3.834 4.458 1.097
H 2.470 5.938 2.536
H 0.032 5.585 2.705
H -1.050 3.789 1.446
C 3.188 -5.737 0.892
N 1.907 -5.101 0.619
C 0.768 -5.834 0.422
C -0.415 -5.253 0.186
C -0.489 -3.802 0.112
O -1.538 -3.199 -0.119
N 0.685 -3.109 0.303
C 1.870 -3.716 0.592
O 2.887 -3.069 0.837
H 3.057 -6.813 0.807
H 3.534 -5.487 1.894
H 3.935 -5.399 0.178
H 0.890 -6.908 0.477
H -1.315 -5.827 0.039

Output
E   -2737.11064 Ha
LUMO energy   -0.0767 hartree
ΔE to the lowest compared entry with this formula, charge and spin   60.08 kJ/mol
2S+1   1
HOMO energy   -10.56 eV
Molecular weight   757.05 g mol⁻¹
Total charge   +1
HOMO-LUMO gap   8.5 eV

- Look up the E of the third one.
  -2737.11064 Ha

- E of number 1 (C35H32BF4N2O3PS3W)?
  -3715.16261 Ha

Copy entry 1 word for word.
Computed, not measured: C35H32BF4N2O3PS3W as an isolated structure at a distorted geometry, with ωB97M-V/def2-TZVPD.

Element x y z (Å)
W -0.439 -0.687 -0.193
O -1.411 0.759 0.339
C -1.789 2.072 0.005
C -3.487 3.382 -0.333
C -3.003 4.710 -0.841
C -1.722 5.037 -1.022
C -0.585 4.154 -0.789
C -0.567 2.869 -0.390
C 0.740 2.284 -0.206
N 1.027 1.045 -0.068
C 2.300 0.728 0.564
C 1.841 0.154 1.880
N 1.039 -0.992 1.473
C 1.230 -2.093 2.117
C 0.908 -3.391 1.655
C 1.180 -4.520 2.439
C 1.196 -5.766 1.863
C 0.968 -5.884 0.483
C 0.679 -4.783 -0.295
C 0.602 -3.534 0.306
O 0.321 -2.450 -0.400
H -4.564 3.358 -0.216
H -3.758 5.463 -1.035
H -1.485 6.037 -1.365
H 0.387 4.599 -0.985
H 1.562 2.989 -0.105
H 2.926 1.607 0.701
H 2.839 -0.014 -0.023
H 1.231 0.879 2.416
H 2.678 -0.139 2.509
H 1.802 -2.039 3.040
H 1.391 -4.393 3.496
H 1.415 -6.641 2.459
H 1.029 -6.858 0.012
H 0.511 -4.879 -1.358
C -3.306 1.828 -3.875
S -2.039 2.149 -2.644
O -1.266 0.852 -2.397
C -2.937 2.131 -1.060
C -2.715 2.892 0.948
C -3.583 2.098 1.883
C -4.338 1.067 1.517
C -4.432 0.499 0.164
C -3.849 0.932 -0.951
H -4.264 1.560 -3.435
H -2.930 1.020 -4.504
H -3.407 2.740 -4.463
H -2.187 3.687 1.468
H -3.600 2.428 2.915
H -4.947 0.586 2.272
H -5.064 -0.378 0.072
H -4.018 0.367 -1.855
F -3.029 -0.965 3.339
B -1.714 -0.993 3.259
F -1.516 -1.645 1.072
F -1.062 0.111 2.885
F -0.993 -1.986 3.772
S -2.104 -1.828 -1.707
P -0.610 -1.809 -3.119
S 0.983 -0.728 -2.477
C -1.329 -1.233 -4.659
C -0.623 -0.369 -5.489
C -1.132 -0.057 -6.743
C -2.332 -0.615 -7.163
C -3.042 -1.470 -6.325
C -2.542 -1.786 -5.071
C -0.101 -3.491 -3.502
C 1.148 -3.706 -4.083
C 1.516 -4.989 -4.458
C 0.641 -6.051 -4.259
C -0.607 -5.834 -3.689
C -0.983 -4.552 -3.311
H 0.317 0.055 -5.152
H -0.590 0.618 -7.394
H -2.715 -0.391 -8.151
H -3.980 -1.897 -6.656
H -3.097 -2.453 -4.419
H 1.830 -2.878 -4.237
H 2.487 -5.162 -4.904
H 0.935 -7.053 -4.548
H -1.286 -6.663 -3.532
H -1.951 -4.386 -2.852

Output
E   -3715.16261 Ha
LUMO energy   -0.2775 hartree
2S+1   1
HOMO energy   -13.41 eV
Molecular weight   926.47 g mol⁻¹
Total charge   +2
HOMO-LUMO gap   5.9 eV

- Which formula does entry 3 have?
  C35H32CdN7O2P2